--- P ---
9
Properties=species:S:1:pos:R:3 method="wB97M-V/def2-TZVPD" homo_lumo_gap_ev=7.3 total_charge=-1 e_homo_ha=-0.1479
C -0.958 0.730 -0.178
C 0.496 2.118 -1.584
C 1.061 -0.548 0.405
N -0.760 1.790 -0.735
O 1.538 1.683 -1.115
O 0.124 2.843 -2.514
S -0.121 -0.806 -0.671
H -1.334 0.520 0.820
H 1.859 -1.194 0.164

--- Q ---
9
Properties=species:S:1:pos:R:3 method="wB97M-V/def2-TZVPD" homo_lumo_gap_ev=7.2 total_charge=-1 e_homo_ha=-0.1371
C -1.243 -0.417 -0.074
C 0.403 -0.222 1.392
C -0.482 0.052 -1.070
N 1.019 0.139 -0.777
O -0.669 0.484 -2.227
O 1.422 -0.077 0.536
S 0.548 -0.544 2.929
H -2.208 -0.480 0.426
H 1.211 1.065 -1.134

Relative energy of each structure, in kcal/mol: P 0.0; Q 31.3.

--- P ---
20
Properties=species:S:1:pos:R:3 method="wB97M-V/def2-TZVPD" homo_lumo_gap_ev=9.0 total_charge=0 smiles="C[C@]1(Cl)C=CN[C@@](N)(Cl)C1" e_homo_ha=-0.3049
C -0.787 2.243 -1.080
C 0.097 1.029 -0.599
Cl 1.863 1.735 -0.633
C 0.251 -0.062 -1.587
C 0.339 -1.351 -1.227
N 0.285 -1.960 0.015
C 0.296 -1.068 1.096
N -0.458 -1.577 2.121
Cl 2.057 -0.713 1.584
C -0.286 0.483 0.751
H -0.201 2.814 -1.704
H -0.994 2.860 -0.267
H -1.591 1.979 -1.787
H 0.040 0.193 -2.634
H 0.463 -2.154 -2.019
H 0.616 -2.876 0.205
H -0.082 -2.369 2.585
H -0.651 -0.807 2.770
H 0.091 1.162 1.520
H -1.347 0.439 0.890

--- Q ---
20
Properties=species:S:1:pos:R:3 method="wB97M-V/def2-TZVPD" homo_lumo_gap_ev=9.8 total_charge=0 smiles="CCN1[C@H](Cl)C(Cl)=N[C@@H]1C" e_homo_ha=-0.3315
C 1.997 0.927 1.325
C 1.515 0.354 -0.022
N 0.117 0.270 -0.271
C -0.148 -0.221 -1.915
Cl -0.484 1.258 -2.771
C -1.233 -1.194 -1.621
Cl -2.070 -1.893 -2.905
N -1.426 -1.423 -0.405
C -0.778 -0.614 0.465
C -1.790 0.159 1.213
H 1.446 0.385 2.196
H 3.020 0.848 1.227
H 1.685 2.001 1.395
H 1.884 0.949 -0.816
H 2.032 -0.536 -0.148
H 0.713 -0.845 -2.455
H -0.353 -1.353 1.321
H -2.279 0.790 0.604
H -1.335 0.729 1.952
H -2.515 -0.590 1.631

Relative energy of each structure, in kcal/mol: P 0.0; Q 39.1.